1.
The following is a quantum chemistry calculation of one molecule with the formula CH6OSi in a non-equilibrium geometry, from the Open Molecules 2025 dataset.

Calculated values
ΔE to the lowest compared entry with this formula, charge and spin   64.2 kcal/mol
Kohn-Sham gap   0.410 Ha
Energy   -406.3451 a.u.
Charge   0
Spin multiplicity   1
F_max   5.6 eV/A
Structure (SMILES)   OC[SiH3]

Last columns: bonded neighbours and bond lengths (Å).
CARTESIAN COORDINATES (ANGSTROEM)
1 O -1.5614 -0.2411 -0.5814  C2 1.617, H4 0.932
2 C -0.4831 0.2867 0.5011  O1 1.617, Si3 1.875, H5 1.022, H6 1.152
3 Si 1.1668 -0.2832 -0.1840  C2 1.875, H7 1.376, H8 1.369, H9 1.399
4 H -1.9736 0.5531 -0.8420  O1 0.932
5 H -0.8854 -0.2175 1.2936  C2 1.022
6 H -0.8264 1.3825 0.5936  C2 1.152
7 H 2.0646 0.0102 0.8166  Si3 1.376
8 H 0.9538 -1.6344 -0.1356  Si3 1.369
9 H 1.5448 0.1437 -1.4619  Si3 1.399


2.
The following is a quantum chemistry calculation of a 7-piece molecular cluster, C27H35N6O5S overall in a non-equilibrium geometry, from the Open Molecules 2025 dataset.

Calculated values
Kohn-Sham gap   0.270 Ha
Energy   -2152.7953 a.u.
Charge   -1
Spin multiplicity   1
F_max   4.0 eV/A

Last columns: bonded neighbours and bond lengths (Å).
CARTESIAN COORDINATES (ANGSTROEM)
1 O 6.4411 -1.2089 -4.9667  C2 1.200
2 C 5.9256 -1.3643 -6.0391  O1 1.200, O3 1.363, H10 1.121
3 O 5.0818 -0.4935 -6.6613  C2 1.363, C4 1.445
4 C 4.1593 0.1409 -5.7476  O3 1.445, C5 1.583, H11 1.115, H12 1.109
5 C 2.7176 -0.0394 -6.3761  C4 1.583, S6 1.832, H13 1.114, H14 1.118
6 S 1.8230 -1.5266 -5.7886  C5 1.832, O7 1.479, O8 1.491, O9 1.523
7 O 2.2764 -2.6634 -6.6186  S6 1.479
8 O 2.1567 -1.8269 -4.3665  S6 1.491
9 O 0.3430 -1.2183 -5.9764  S6 1.523
10 H 6.1918 -2.2860 -6.6181  C2 1.121
11 H 4.3631 1.2369 -5.7819  C4 1.115
12 H 4.2139 -0.2280 -4.7030  C4 1.109
13 H 2.1109 0.8908 -6.2961  C5 1.114
14 H 2.9031 -0.1947 -7.4675  C5 1.118
15 N 1.6579 -2.2290 -1.6332  C16 1.366, C19 1.363, H20 1.019
16 C 1.7905 -1.8073 -0.3404  N15 1.366, C17 1.373, H21 1.079
17 C 0.9829 -2.5869 0.4504  C16 1.373, C18 1.419, H22 1.080
18 C 0.3414 -3.5203 -0.4051  C17 1.419, C19 1.375, H23 1.079
19 C 0.7828 -3.2728 -1.6835  N15 1.363, C18 1.375, H24 1.078
20 H 2.1373 -1.8296 -2.4386  N15 1.019
21 H 2.4481 -0.9883 -0.0945  C16 1.079
22 H 0.8674 -2.4972 1.5204  C17 1.080
23 H -0.3628 -4.2862 -0.1181  C18 1.079
24 H 0.5479 -3.7487 -2.6214  C19 1.078
25 N -3.3216 -2.1679 2.1047  C26 1.371, C29 1.370, H30 1.004
26 C -2.7252 -2.3365 0.8817  N25 1.371, C27 1.372, H31 1.079
27 C -3.7161 -2.5056 -0.0523  C26 1.372, C28 1.419, H32 1.079
28 C -4.9579 -2.4301 0.6313  C27 1.419, C29 1.372, H33 1.079
29 C -4.6823 -2.2187 1.9583  N25 1.370, C28 1.372, H34 1.078
30 H -2.8362 -2.0277 2.9723  N25 1.004
31 H -1.6512 -2.3234 0.7834  C26 1.079
32 H -3.5660 -2.6642 -1.1085  C27 1.079
33 H -5.9419 -2.5202 0.1988  C28 1.079
34 H -5.3342 -2.1013 2.8089  C29 1.078
35 N -3.1362 0.9717 -0.6894  C36 1.368, C39 1.370, H40 1.008
36 C -2.0964 1.3700 -1.4844  N35 1.368, C37 1.371, H41 1.078
37 C -2.4914 2.4893 -2.1703  C36 1.371, C38 1.418, H42 1.078
38 C -3.8203 2.7825 -1.7703  C37 1.418, C39 1.371, H43 1.079
39 C -4.1899 1.8312 -0.8545  N35 1.370, C38 1.371, H44 1.078
40 H -3.1277 0.1702 -0.0780  N35 1.008
41 H -1.1677 0.8222 -1.4944  C36 1.078
42 H -1.8922 3.0370 -2.8799  C37 1.078
43 H -4.4358 3.5988 -2.1147  C38 1.079
44 H -5.1089 1.6902 -0.3084  C39 1.078
45 N 4.8485 1.6689 -2.2550  C46 1.364, C49 1.368, H50 1.007
46 C 3.5416 1.5918 -1.8734  N45 1.364, C47 1.371, H51 1.079
47 C 3.3005 2.6029 -0.9789  C46 1.371, C48 1.419, H52 1.079
48 C 4.5137 3.3228 -0.8213  C47 1.419, C49 1.372, H53 1.079
49 C 5.4500 2.7235 -1.6249  N45 1.368, C48 1.372, H54 1.078
50 H 5.2986 1.0439 -2.9034  N45 1.007
51 H 2.8966 0.8226 -2.2696  C46 1.079
52 H 2.3587 2.8039 -0.4934  C47 1.079
53 H 4.6807 4.1824 -0.1914  C48 1.079
54 H 6.4879 2.9546 -1.8013  C49 1.078
55 N -3.5116 1.7042 5.0629  C56 1.372, C59 1.370, H60 1.005
56 C -2.9146 1.5346 3.8391  N55 1.372, C57 1.370, H61 1.079
57 C -3.9037 1.3655 2.9068  C56 1.370, C58 1.420, H62 1.078
58 C -5.1457 1.4412 3.5900  C57 1.420, C59 1.371, H63 1.078
59 C -4.8723 1.6531 4.9167  N55 1.370, C58 1.371, H64 1.078
60 H -3.0267 1.8454 5.9317  N55 1.005
61 H -1.8404 1.5479 3.7405  C56 1.079
62 H -3.7538 1.2064 1.8510  C57 1.078
63 H -6.1290 1.3510 3.1564  C58 1.078
64 H -5.5248 1.7705 5.7665  C59 1.078
65 N -0.5047 0.2016 6.3743  C66 1.369, C69 1.370, H70 1.005
66 C 0.2019 -0.8084 6.9692  N65 1.369, C67 1.370, H71 1.078
67 C 1.4272 -0.3111 7.3290  C66 1.370, C68 1.419, H72 1.078
68 C 1.4603 1.0534 6.9416  C67 1.419, C69 1.370, H73 1.078
69 C 0.2546 1.3415 6.3582  N65 1.370, C68 1.370, H74 1.078
70 H -1.4369 0.1194 6.0065  N65 1.005
71 H -0.2269 -1.7905 7.0829  C66 1.078
72 H 2.2130 -0.8650 7.8172  C67 1.078
73 H 2.2763 1.7453 7.0759  C68 1.078
74 H -0.1279 2.2556 5.9328  C69 1.078